Model P:
DFT (ωB97M-V with the def2-TZVPD basis set) results for one molecule with the formula C5H6N2.

```
13
Properties=species:S:1:pos:R:3:mulliken_charge:R:1
C 2.3140 -0.0070 -0.0538 -0.930
C 0.8266 0.0068 -0.0373 0.732
C 0.1351 1.1947 0.0681 -0.389
C -1.8089 0.0212 -0.0940 -0.081
C -1.0476 -1.1575 0.0914 -0.068
H 2.7641 0.3372 0.9466 0.225
H 2.7850 0.7335 -0.7467 0.296
H 2.4976 -1.1018 -0.4256 0.303
H 0.5298 2.2618 0.2166 0.315
H -2.9059 -0.1295 -0.4110 0.281
H -1.5677 -2.1669 0.1907 0.327
N -1.2424 1.2122 0.0154 -0.525
N 0.2969 -1.2527 0.0392 -0.485
```

Results
SMILES: Cc1cnccn1
LUMO energy in eV: 0.4
E_HOMO in hartree: -0.3506
Orbital gap in eV: 9.89



Model Q:
DFT (ωB97M-V with the def2-TZVPD basis set) results for a 2-piece molecular cluster, C5H6N2 overall.

```
13
Properties=species:S:1:pos:R:3:mulliken_charge:R:1
C 1.1210 -1.0514 -0.0357 -0.495
C 1.0476 0.2503 -0.8428 -0.181
C 0.2294 -1.0874 0.9323 -0.343
C 0.0418 1.0150 0.0175 -0.676
C -0.3377 0.2692 1.1042 -0.429
N -3.0388 0.6645 -0.5271 -0.289
N -2.0741 0.5228 -1.0293 0.254
H 1.6816 -2.0925 -0.2508 0.222
H 2.1070 0.7841 -0.6789 0.253
H -0.1724 -1.8962 1.5335 0.384
H -0.1595 2.0126 -0.1720 0.486
H -1.0713 0.6144 1.7762 0.541
H 0.6255 -0.0053 -1.8272 0.274
```

Results
SMILES: C1=CCC=C1.N#N
LUMO energy in eV: 1.1
E_HOMO in hartree: -0.3088
Orbital gap in eV: 9.48



Model R:
DFT (ωB97M-V with the def2-TZVPD basis set) results for C5H6N2 as an isolated structure.

```
13
Properties=species:S:1:pos:R:3:mulliken_charge:R:1
C 1.7686 0.3295 0.0610 -0.273
C -0.0255 0.0755 -0.8103 0.469
C -1.2860 -0.3173 -0.8179 -0.722
C -0.8293 0.2408 1.3051 -0.468
C 0.2854 0.6219 0.4443 0.070
H 2.4789 -0.3853 0.7281 0.206
H 2.4882 1.1380 0.0158 0.202
H 1.6792 -0.8075 -1.7533 0.248
H -1.9412 -1.1331 -1.2968 0.254
H -2.7270 0.0222 0.7830 0.166
H -1.3585 0.2642 2.2787 0.329
N 1.2902 0.0233 -1.3756 -0.450
N -1.8229 -0.0723 0.4380 -0.029
```

Results
LUMO energy in eV: 1.0
E_HOMO in hartree: -0.2927
Orbital gap in eV: 8.97



Which of them is least stable? Easy: model R.



Model P:
DFT (ωB97M-V with the def2-TZVPD basis set) results for one molecule with the formula C5H6N2.

```
13
Properties=species:S:1:pos:R:3:mulliken_charge:R:1
C -1.0261 1.2115 0.0422 -0.410
C 0.3968 0.7917 -0.0404 0.346
C 0.2869 -0.8549 0.1644 0.434
C -1.7562 -0.1067 -0.0521 -0.080
C 1.3074 -1.7027 0.0750 -0.763
N -1.0490 -1.1639 0.0670 -0.586
N 1.4145 1.5036 -0.1399 -0.649
H 2.3058 1.0205 -0.2308 0.250
H -1.2294 1.7125 0.9932 0.228
H -1.3019 1.8849 -0.7719 0.303
H -2.8243 -0.1658 -0.1881 0.414
H 2.3220 -1.3936 0.2702 0.230
H 1.1535 -2.7371 -0.1888 0.284
```

Results
SMILES: [H]/N=C1/CC=NC1=C
LUMO energy in eV: 0.3
E_HOMO in hartree: -0.3333
Orbital gap in eV: 9.38



Model Q:
DFT (ωB97M-V with the def2-TZVPD basis set) results for a 2-piece molecular cluster, C5H6N2 overall.

```
13
Properties=species:S:1:pos:R:3:mulliken_charge:R:1
C -0.6068 0.8477 -1.7031 0.230
C -0.0842 -2.3386 -0.9741 -0.254
C 1.0307 0.7139 0.4242 -0.452
C -0.3700 0.8444 1.0191 -0.706
C -0.1581 0.4516 -0.4243 0.467
N -0.8769 0.9781 -2.8388 -0.461
N -0.4405 -1.5164 -0.1126 -0.420
H -0.1534 -3.4727 -0.6376 0.207
H 0.0370 -2.3222 -2.0074 0.306
H 1.5708 1.6677 0.2744 0.260
H 1.6712 -0.1154 0.5063 0.266
H -0.7691 0.0905 1.5998 0.282
H -0.7726 1.7750 1.2657 0.277
```

Results
LUMO energy in eV: 0.0
E_HOMO in hartree: -0.3430
Orbital gap in eV: 9.34



Which of them is least stable? Easy: model Q.



Model P:
DFT (ωB97M-V with the def2-TZVPD basis set) results for C5H6N2 as an isolated structure.

```
13
Properties=species:S:1:pos:R:3:mulliken_charge:R:1
N -0.1967 1.8203 1.1705 -0.491
C 0.2400 0.7320 1.6173 -0.198
C -0.9749 0.5392 0.8731 -0.148
C -0.8366 -0.1841 -0.4576 0.052
C 0.4826 0.1128 -1.2220 -0.627
C 0.8680 -1.1726 -0.5439 -0.165
N -0.2753 -1.5252 -0.0796 -0.545
H -1.9213 0.3973 1.3931 0.415
H -1.7648 -0.2170 -1.0378 0.442
H 0.3860 -0.0267 -2.3029 0.293
H 1.0135 1.0463 -1.0170 0.284
H 1.8040 -1.7192 -0.4187 0.370
H 1.1384 0.3093 2.0472 0.319
```

Results
LUMO energy in eV: 1.0
E_HOMO in hartree: -0.3644
Orbital gap in eV: 10.94



Model Q:
DFT (ωB97M-V with the def2-TZVPD basis set) results for one molecule with the formula C5H6N2.

```
13
Properties=species:S:1:pos:R:3:mulliken_charge:R:1
C 0.6384 -2.6060 -0.1573 0.010
C 2.2608 -0.3881 0.6672 -0.775
C 0.9637 -0.2284 0.4469 -0.213
C 0.0805 -1.2660 -0.1764 0.921
C -1.8560 0.0949 -0.6920 -0.770
N 1.1076 -3.6634 -0.0910 -0.400
N -1.1669 -1.1695 -0.5106 -0.503
H 2.8755 0.2883 1.0688 0.371
H 2.6742 -1.3094 0.1759 0.188
H 0.3031 0.3670 1.0115 0.278
H -1.6829 0.3520 -1.7087 0.326
H -1.5434 0.9342 -0.0384 0.264
H -2.9169 -0.1661 -0.8307 0.304
```

Results
SMILES: C=C/C(C#N)=N\C
LUMO energy in eV: -0.3
E_HOMO in hartree: -0.3751
Orbital gap in eV: 9.95



Model R:
DFT (ωB97M-V with the def2-TZVPD basis set) results for one molecule with the formula C5H6N2.

```
13
Properties=species:S:1:pos:R:3:mulliken_charge:R:1
N 1.8265 0.3802 1.8520 -0.435
C 1.3278 0.3354 0.8095 0.137
C 0.6604 0.3182 -0.5147 0.211
C 0.2350 -1.0960 -0.8949 -0.169
C -0.5170 -1.8537 -0.1078 -0.665
C -0.9563 1.7684 0.4102 -0.285
N -0.4913 1.2122 -0.6270 -0.418
H 1.4020 0.6690 -1.2415 0.272
H 0.5497 -1.4451 -1.8741 0.306
H -0.8335 -1.5139 0.8760 0.254
H -0.8359 -2.8468 -0.4093 0.273
H -1.8226 2.4207 0.3002 0.265
H -0.5449 1.6516 1.4215 0.254
```

Results
SMILES: C=C[C@H](C#N)N=C
LUMO energy in eV: 0.9
E_HOMO in hartree: -0.3836
Orbital gap in eV: 11.32



Model S:
DFT (ωB97M-V with the def2-TZVPD basis set) results for C5H6N2 as an isolated structure.

```
13
Properties=species:S:1:pos:R:3:mulliken_charge:R:1
N 2.0240 -0.7852 0.5216 -0.291
C 1.7591 -0.3530 1.6107 -0.258
C 0.6937 0.5434 0.5331 0.347
C 0.3740 0.5357 -0.9840 -0.754
C -1.0489 0.2504 -0.5356 -0.076
C -1.1045 -0.9795 0.2572 -0.236
N -0.6837 0.2542 0.9335 -0.495
H 1.0150 1.5185 0.8894 0.402
H 0.8418 -0.2172 -1.6186 0.289
H 0.5190 1.5285 -1.4143 0.252
H -1.9304 0.7818 -0.8797 0.324
H -0.3690 -1.7657 0.0920 0.254
H -2.0765 -1.3135 0.6070 0.245
```

Results
LUMO energy in eV: 0.9
E_HOMO in hartree: -0.3651
Orbital gap in eV: 10.84



Which of them is least stable? Easy: model S.